# 1
Computed, not measured: a cluster of 6 separate species, C20H39NO9S2 in total at a distorted geometry, with ωB97M-V with the def2-TZVPD basis set.

Properties
Energy relative to the best compared isomer or geometry (same formula, charge and spin), kcal per mole: 0.0
2S+1: 1

```
71
C20H39NO9S2, DFT ωB97M-V with the def2-TZVPD basis set
H -1.93632 0.02488 2.73590
N -1.26680 -0.73742 2.62464
C -0.70263 -0.61986 1.50466
C -0.95669 0.44206 0.47341
C -1.15838 -0.30653 -0.79581
C -2.34856 -0.55367 -1.34335
S -3.86268 0.05154 -0.66711
C -2.41451 -1.36664 -2.59803
O -3.46174 -1.54187 -3.19844
C -1.14063 -2.00093 -3.08217
S -1.32844 -3.09319 -4.46550
C 0.03692 -1.76838 -2.50842
C 1.34468 -2.36257 -2.88131
C 1.84823 -3.29091 -1.78565
O 2.94955 -3.77611 -1.84307
O 0.96210 -3.54485 -0.79201
C 0.09491 -0.83730 -1.36229
O 1.17067 -0.56631 -0.85246
H 0.03628 -1.33184 1.15861
H -0.07068 1.06246 0.40829
H -1.79063 1.08879 0.70270
H -4.02863 -0.70938 0.42648
H -2.25363 -3.89754 -3.92486
H 2.03319 -1.53767 -3.01930
H 1.30794 -2.89566 -3.81651
H 1.30827 -3.23040 0.06408
C 6.49109 -1.03810 -0.73396
C 5.08583 -0.46555 -0.72275
O 4.29555 -0.94370 -1.80324
H 6.99481 -0.78864 -1.66812
H 7.08057 -0.64910 0.09790
H 6.46307 -2.12741 -0.65958
H 5.12217 0.61897 -0.82226
H 4.56503 -0.70537 0.21123
H 4.20921 -1.89130 -1.69148
C 1.86378 2.67869 1.32509
C 2.84061 1.53309 1.51589
O 2.18625 0.26558 1.41156
H 1.06723 2.62469 2.06773
H 2.36485 3.64346 1.41730
H 1.39591 2.62476 0.33919
H 3.29268 1.57746 2.50550
H 3.64061 1.58294 0.77084
H 1.79192 0.19502 0.53485
C -5.10215 3.44391 -3.73239
C -4.15771 3.86179 -2.62039
O -4.75267 3.70311 -1.33601
H -6.02088 4.02922 -3.68858
H -4.64296 3.58395 -4.71220
H -5.37862 2.39216 -3.62771
H -3.89591 4.91450 -2.71532
H -3.23244 3.27498 -2.66425
H -4.97672 2.77350 -1.23750
C 3.12561 -3.40747 3.61771
C 2.48871 -3.71738 2.27771
O 1.98841 -2.52758 1.65517
H 2.40347 -2.92761 4.27817
H 3.48993 -4.31718 4.09581
H 3.96570 -2.71970 3.49653
H 1.63937 -4.38595 2.40125
H 3.21077 -4.19889 1.61060
H 2.73295 -1.92533 1.53555
C -4.18170 3.22140 3.77948
C -3.85323 2.91611 2.32982
O -4.78636 1.99892 1.76029
H -4.18804 2.30470 4.37004
H -3.45407 3.91068 4.20981
H -5.17391 3.67037 3.86231
H -2.87008 2.45290 2.25316
H -3.84444 3.83383 1.73389
H -5.65597 2.40488 1.80891
```

These are the Löwdin partial charges, in e, on atoms 1 to 8:
1. H 0.039
2. N 0.135
3. C -0.225
4. C -0.122
5. C -0.151
6. C -0.429
7. S 0.885
8. C -0.395



# 2
Computed, not measured: an isolated molecule of C2H8N2O2 at a distorted geometry, with ωB97M-V with the def2-TZVPD basis set.

Properties
Energy relative to the best compared isomer or geometry (same formula, charge and spin), kcal per mole: 54.4
2S+1: 1

```
14
C2H8N2O2, DFT ωB97M-V with the def2-TZVPD basis set
C 0.73939 1.63583 -0.50376
O 0.91743 -0.00733 -0.68033
C 0.01322 -0.58059 0.16200
N -1.24729 0.15181 0.03825
N -0.22097 -1.97279 -0.18603
O 0.44546 -0.46023 1.50441
H -0.14227 2.20486 -0.79643
H 1.53341 1.87575 -1.20052
H 1.02890 1.79687 0.53070
H -1.71533 -0.05323 -0.83553
H -1.51168 0.87881 0.69262
H 0.38598 -2.56387 0.37067
H 0.04532 -2.11507 -1.15431
H -0.27156 -0.79082 2.05827
```

These are the Löwdin partial charges, in e, on atoms 1 to 8:
1. C 0.044
2. O -0.086
3. C -0.803
4. N 0.065
5. N 0.111
6. O 0.020
7. H 0.067
8. H 0.067



# 3
Computed, not measured: a structure of composition HO2SYb at a distorted geometry, with ωB97M-V with the def2-TZVPD basis set.

Properties
Energy relative to the best compared isomer or geometry (same formula, charge and spin), kcal per mole: 0.0
2S+1: 1
Charge: +1

```
5
HO2SYb, DFT ωB97M-V with the def2-TZVPD basis set
S -0.87982 -0.50478 -1.14574
O 0.36131 -0.10692 -0.44713
Yb 1.53285 1.25963 1.06835
O -2.04062 -0.63246 -0.29879
H 2.50701 2.71155 1.77652
```

Let us look at the Löwdin charges, expressed in e, one per atom:
1. S 1.030
2. O -0.644
3. Yb 1.261
4. O -0.344
5. H -0.302



# 4
Computed, not measured: a structure of composition C18H42F12MgN2O15S4 at a distorted geometry, with ωB97M-V with the def2-TZVPD basis set.

Properties
Energy, hartree: -4940.2619
2S+1: 1

```
94
C18H42F12MgN2O15S4, DFT ωB97M-V with the def2-TZVPD basis set
Mg -0.86067 -20.79597 -9.95078
C 1.29362 -21.67081 -6.99245
F 0.74912 -20.45908 -7.02760
F 2.44967 -21.66461 -7.63063
F 1.49472 -22.00394 -5.74294
S 0.15415 -22.91726 -7.84100
O 0.76722 -24.19108 -7.58009
O -1.15792 -22.70392 -7.28507
N 0.07336 -22.36531 -9.51175
S 1.15154 -23.13000 -10.43592
O 1.41961 -22.33369 -11.60191
O 2.32510 -23.58814 -9.76586
C 0.12517 -24.65826 -10.97766
F -0.66245 -25.06820 -9.98588
F -0.63075 -24.33947 -12.00454
F 0.94824 -25.62280 -11.29113
C -4.58860 -20.85086 -11.38132
F -5.68649 -21.49750 -11.07577
F -4.76804 -20.29430 -12.55973
F -4.35728 -19.92295 -10.46352
S -3.04978 -22.06742 -11.52256
O -3.08432 -22.81241 -10.29406
O -3.41356 -22.81733 -12.71833
N -1.65965 -20.99676 -11.65005
S -1.37093 -20.89024 -13.25311
O -0.68972 -22.04086 -13.77893
O -2.45401 -20.31384 -14.01606
C -0.19038 -19.39655 -13.27529
F -0.73709 -18.24899 -12.87100
F 0.96848 -19.66143 -12.62057
F 0.17611 -19.23735 -14.53480
C -2.06112 -18.94888 -6.71577
C -2.72920 -19.30736 -8.04204
O -2.15917 -20.56736 -8.50170
H -2.26331 -19.66901 -5.92475
H -2.57888 -18.04182 -6.38249
H -1.00335 -18.70172 -6.76480
H -2.61043 -18.52018 -8.78223
H -3.77470 -19.47365 -7.78854
H -2.55793 -21.34863 -8.08067
C -2.25185 -17.44389 -16.52285
C -1.91734 -16.36435 -17.52318
O -2.68013 -15.17761 -17.43738
H -1.83748 -18.36686 -16.93538
H -3.32828 -17.62145 -16.42966
H -1.95107 -17.29558 -15.48421
H -1.90892 -16.75734 -18.53778
H -0.88687 -16.06974 -17.27314
H -2.47817 -14.75669 -16.58814
C 0.52907 -20.00644 -18.07167
C 0.14687 -19.37118 -19.41661
O -0.17055 -20.34078 -20.38065
H 0.76112 -19.26414 -17.30800
H 1.36184 -20.70440 -18.17241
H -0.33984 -20.59142 -17.76211
H 0.96510 -18.69521 -19.69203
H -0.69616 -18.70985 -19.20286
H 0.64858 -20.55461 -20.83564
C -2.87744 -25.50716 -6.60300
C -3.65795 -24.27007 -6.26857
O -4.40094 -23.79585 -7.39740
H -2.24615 -25.24012 -7.45996
H -3.46434 -26.33322 -7.01274
H -2.26619 -25.91266 -5.79982
H -2.99257 -23.47302 -5.92349
H -4.45369 -24.42469 -5.53274
H -3.80215 -23.94747 -8.14671
C -7.77327 -20.38952 -16.66780
C -7.15790 -20.88964 -15.36676
O -8.19385 -21.27451 -14.47612
H -8.50817 -19.62841 -16.40602
H -8.37428 -21.17972 -17.12059
H -6.99553 -20.03545 -17.33952
H -6.63195 -20.08424 -14.83384
H -6.34547 -21.61982 -15.44803
H -7.99141 -21.10756 -13.55653
C -6.62433 -22.46790 -9.23433
C -6.39956 -21.25592 -8.30532
O -5.10510 -21.25036 -7.70724
H -7.24090 -22.25495 -10.10428
H -7.12013 -23.23899 -8.64144
H -5.67998 -22.92694 -9.51659
H -7.10504 -21.31884 -7.46626
H -6.73061 -20.33138 -8.78165
H -4.96236 -22.17694 -7.38348
C -0.46196 -14.75815 -13.57195
C -1.85716 -14.25734 -13.88478
O -1.81829 -13.60529 -15.16391
H -0.27497 -14.94590 -12.51015
H 0.25362 -13.96514 -13.81226
H -0.09118 -15.62253 -14.12311
H -2.17870 -13.52224 -13.14577
H -2.50165 -15.13850 -13.84348
H -1.80195 -12.66592 -14.97176
```

These are the Löwdin partial charges, in e, on atoms 1 to 8:
1. Mg 0.744
2. C -0.683
3. F 0.137
4. F 0.165
5. F 0.192
6. S 0.726
7. O -0.234
8. O -0.283



# 5
Computed, not measured: a cluster of 2 separate species, C5H9NO in total at a distorted geometry, with ωB97M-V with the def2-TZVPD basis set.

Properties
Energy relative to the best compared isomer or geometry (same formula, charge and spin), kcal per mole: 79.1
2S+1: 1

```
16
C5H9NO, DFT ωB97M-V with the def2-TZVPD basis set
C -0.72462 0.99536 1.39816
C -0.29860 0.21184 0.18681
C -1.40000 -0.25568 -0.72401
N 0.90947 0.51909 -0.34458
C 1.54647 -0.36129 -1.18502
C 0.87078 -1.76231 0.25057
O 1.52047 -2.35351 1.00735
H -1.32539 0.36084 2.05757
H -1.34338 1.86497 1.13225
H 0.13282 1.35400 1.97937
H -2.18451 -0.73593 -0.13125
H -1.05032 -0.98205 -1.45989
H -1.85429 0.59373 -1.25778
H 1.52866 1.00254 0.29539
H 0.99630 -0.67821 -2.06289
H 2.59930 -0.14825 -1.35163
```

These are the Löwdin partial charges, in e, on atoms 1 to 8:
1. C -0.051
2. C -0.435
3. C -0.071
4. N -0.086
5. C -0.101
6. C -0.060
7. O 0.049
8. H 0.084



# 6
Computed, not measured: an isolated molecule of C2H7NS at a distorted geometry, with ωB97M-V with the def2-TZVPD basis set.

Properties
Energy relative to the best compared isomer or geometry (same formula, charge and spin), kcal per mole: 24.3
2S+1: 1

```
11
C2H7NS, DFT ωB97M-V with the def2-TZVPD basis set
C -1.26389 1.09899 0.00044
S -0.69371 -0.55548 -0.53133
C 0.91579 -0.74027 0.34522
N 1.76220 0.43592 0.64343
H -0.70853 2.01291 -0.42196
H -1.59191 1.00383 1.09371
H -2.26394 1.47460 -0.53438
H 1.58373 -1.50606 -0.24745
H 0.62096 -1.21921 1.22958
H 1.27096 1.10364 1.13393
H 1.94129 0.81426 -0.33013
```

These are the Löwdin partial charges, in e, on atoms 1 to 8:
1. C -0.488
2. S 0.716
3. C -0.583
4. N -0.037
5. H 0.048
6. H 0.046
7. H 0.067
8. H 0.109